Record 1
Computed, not measured: a structure of composition C35H48NO5Zr at a distorted geometry, with ωB97M-V/def2-TZVPD.

```
! RIJCOSX wB97M-V def2-TZVPD def2/J DEFGRID3
* xyz -1 1
C -0.177 0.625 -5.287
H 0.645 -3.288 5.194
H -1.541 4.989 2.654
C -0.998 3.185 7.393
C 1.995 0.263 0.245
H -2.139 1.984 -2.002
H -1.288 2.313 7.991
C -0.526 3.382 3.613
H -1.745 -2.825 2.708
H -1.259 3.361 -2.679
C -0.114 1.055 4.292
H -1.382 -0.604 6.099
C -0.845 -0.942 -3.407
H 1.709 -2.822 1.589
O -0.476 -0.605 -0.777
C -2.364 -0.663 2.858
H -1.628 -2.064 5.144
C 1.809 -1.753 1.386
H -0.358 -2.805 -8.868
H 1.721 -2.666 3.948
C 0.358 -1.238 4.889
H 1.653 0.621 -3.092
H 1.625 -1.732 6.506
H 0.123 -2.633 -4.538
H 2.012 1.022 -0.524
C -0.802 3.725 4.934
C 2.322 0.483 1.615
H 2.660 1.430 2.049
C 3.177 -1.112 -7.928
O 2.723 -0.469 -5.410
H 3.050 -1.326 -8.987
C 1.765 -0.721 -6.113
H -1.966 -1.612 -1.704
C 1.754 -1.162 0.099
H 0.215 5.179 2.734
C 0.244 -1.573 -4.275
H -0.247 0.803 6.481
H -1.095 4.756 5.159
C 2.299 -0.769 2.288
H 1.412 0.016 6.368
C -2.551 0.336 1.863
C 1.163 1.582 -2.897
H -0.580 -2.108 6.579
H 1.533 -1.716 -0.825
C -0.873 0.589 -3.886
C -0.331 1.491 5.646
H -2.633 0.238 -0.342
H -1.821 3.908 7.449
O -0.905 -0.684 -7.698
H 3.704 -0.160 -7.794
H -0.896 0.969 -6.035
C 0.706 -2.613 4.331
C -2.461 -0.301 0.602
H -1.925 0.850 -3.997
C -1.144 2.410 -2.145
H 1.518 2.258 -3.673
H -0.151 3.658 7.913
C -1.930 -1.865 2.229
H 0.663 1.327 -5.316
N 0.127 -0.214 3.860
C -0.589 4.449 2.574
H 0.138 1.842 2.255
C -0.703 2.798 5.968
C -0.453 -1.343 -6.781
C -0.912 -1.388 -1.927
H 2.724 -0.949 3.281
H 1.549 1.980 -1.957
C 1.535 -0.902 5.797
C 0.323 -0.767 -5.591
H -2.619 -0.555 3.905
C -0.286 1.606 -3.040
H -1.999 -2.865 -8.163
H 3.755 -1.912 -7.450
H -1.786 -1.350 -3.815
H -2.878 1.371 2.038
H 2.464 -0.825 5.228
C -2.002 -1.658 0.831
Zr -0.161 -0.162 1.016
H -1.787 -2.450 0.108
H -0.371 -2.331 -1.781
O 1.853 -1.060 -7.405
H -0.492 4.041 1.567
C -0.892 -1.499 5.723
H -0.730 2.639 -1.143
H 1.223 -1.448 -3.792
C -0.961 -3.190 -8.042
H -0.887 -4.271 -7.965
H 0.002 -2.947 3.570
C -0.173 2.073 3.302
O -0.416 -2.689 -6.814
*
```

Computed properties:
Orbital gap (alpha / beta) in eV: 3.52 / 3.52
Molar mass in g/mol: 654.00

Atom charges from the Mulliken analysis, given in e for atoms 1 to 2: -1.86, 0.62


Record 2
Computed, not measured: a cluster of 7 separate species, C35H49F8N2O12 in total, with ωB97M-V/def2-TZVPD.

```
! RIJCOSX wB97M-V def2-TZVPD def2/J DEFGRID3
* xyz 1 1
C 1.882 12.398 4.581
C 1.352 6.630 5.555
H -0.858 -0.805 2.600
F -2.330 -1.655 -1.027
H -2.855 -3.948 0.314
H -6.558 -3.602 -4.634
C -5.297 -4.545 -1.723
H -7.467 -3.710 -3.145
H -9.047 -5.400 -3.103
F 0.449 -1.723 -3.169
H 0.765 4.944 4.252
H 0.658 6.755 6.381
C 3.992 -0.994 -1.982
H 1.087 7.334 4.763
O -7.180 -8.470 -5.430
H -6.085 -4.961 -1.119
O 10.520 2.488 0.200
H 4.682 12.174 5.082
H 4.349 12.216 6.814
H 1.314 4.495 5.863
C -1.683 -1.957 -2.178
C 2.925 5.154 4.592
F -1.383 -3.777 -3.649
C -7.110 -5.646 -4.061
O 1.042 12.843 3.858
C -2.832 -6.111 -0.054
H 9.220 2.213 -1.375
H -0.468 0.672 0.740
C 8.326 3.339 0.272
H 0.644 -0.319 3.406
C -3.527 -4.728 -0.029
H -6.212 -10.893 -6.483
H 7.441 3.527 -0.333
F -2.791 -6.590 -1.352
H 3.046 -1.237 -0.022
H 3.969 -0.222 -2.751
C -8.635 -5.747 -4.053
H -4.075 -3.318 -4.426
H -8.835 -9.339 -6.303
H 7.999 3.085 1.280
H -6.206 -11.187 -4.090
H 1.530 2.287 2.385
C -4.238 -3.691 -3.429
H -7.459 -9.052 -7.386
H 9.361 5.050 -0.620
O 6.721 0.090 0.000
C 3.408 -0.444 -0.683
O -0.895 1.048 3.481
C -0.178 0.026 2.775
C -1.896 -3.471 -2.435
H 3.173 14.051 5.051
C -0.217 -1.465 -2.050
H 5.558 -2.274 -1.142
H 2.616 10.502 6.588
C 9.192 2.212 -0.282
C -7.749 -9.387 -6.394
H 3.053 5.514 3.568
H 3.740 9.974 5.335
H 6.163 -1.149 -2.369
H -1.814 -6.034 0.323
H 2.232 13.417 6.412
H 9.148 5.201 1.132
H -9.076 -5.131 -4.838
O -0.895 3.279 3.586
H -8.956 -6.775 -4.194
H 0.354 2.884 1.201
H 1.201 0.217 1.078
O -6.384 -8.581 -3.339
F 0.392 -2.073 -1.025
C 3.128 10.802 5.674
C 3.893 12.112 5.832
N -4.037 -4.367 -1.350
H -7.948 -10.892 -3.972
O 3.624 6.053 5.470
C 5.437 -1.278 -1.572
C 5.684 -0.264 -0.469
H 2.606 0.273 -0.849
O 4.494 0.222 -0.028
C 0.534 2.133 1.965
C 1.467 5.195 5.041
C -7.035 -10.623 -4.507
N -5.442 -4.142 -2.976
O 11.693 4.269 0.864
F -1.216 -4.174 -1.490
O 2.134 11.072 4.663
O 3.134 7.851 6.697
C -6.700 -4.205 -3.741
H -4.380 -4.734 0.646
C 10.654 3.800 0.509
C -3.352 -3.837 -2.422
H -6.768 -5.874 -5.070
H -3.375 -6.826 0.563
C 2.808 13.145 5.525
F -2.261 -1.293 -3.204
C 9.319 4.499 0.321
H 3.388 4.173 4.681
H 8.893 1.230 0.065
H -6.681 -6.378 -3.387
H 3.454 -1.862 -2.357
H -7.832 -11.572 -6.337
C -0.482 2.279 3.085
C 0.318 0.696 1.497
C -6.807 -9.140 -4.314
F -0.233 -0.151 -1.828
C -7.190 -10.755 -6.021
C 2.763 6.950 6.005
*
```

Computed properties:
Orbital gap in eV: 7.62
Molar mass in g/mol: 841.76

Atom charges from the Mulliken analysis, given in e for atoms 1 to 2: 0.46, -0.56


Record 3
Computed, not measured: a structure of composition C35H49Ge2N2OPtSi2, with ωB97M-V/def2-TZVPD.

```
! RIJCOSX wB97M-V def2-TZVPD def2/J DEFGRID3
* xyz 2 2
C -2.920 -0.790 -0.981
C 0.531 2.147 3.763
C -3.748 -2.460 -2.460
H 0.443 1.467 4.604
H 3.460 -2.056 2.154
C 2.204 0.325 -4.433
C 3.478 -2.855 -1.146
H -0.452 -2.776 -1.805
H 6.059 -0.109 -0.357
C -1.465 -2.390 -1.786
Ge 4.394 1.070 1.217
H -1.862 3.429 -0.783
C 3.967 -4.151 -1.044
C -3.980 -1.336 -1.679
H -7.190 -2.748 -0.408
H -8.387 1.702 -0.385
H -2.250 -3.877 -3.096
C -5.274 -0.554 -1.728
C 4.247 2.855 0.483
C -1.926 -0.382 2.372
C 0.967 4.369 2.949
C 2.938 0.206 -2.125
C 3.930 0.942 3.083
H 3.971 -0.083 3.447
H 0.859 4.648 0.835
H 4.327 -4.334 2.317
C 4.441 0.983 -3.856
H 1.430 0.181 -5.175
H -2.085 -0.329 3.455
H 3.264 -2.452 -2.127
C -7.548 -0.153 -1.071
H 0.776 2.339 -2.669
C -2.471 -3.000 -2.504
C -6.322 -2.144 -0.139
H -3.060 0.101 -0.390
H 0.468 -1.351 4.066
C 0.771 3.932 1.646
H 5.047 3.441 0.946
H 0.744 3.815 -1.707
Si -0.112 -0.076 2.098
H -2.556 0.388 1.929
H -4.552 -2.899 -3.037
C 3.453 0.801 -4.812
H 6.802 0.497 1.133
H 5.415 1.352 -4.147
H 4.660 -5.690 0.277
H 1.209 5.406 3.141
C 1.952 0.036 -3.101
H 4.123 -4.738 -1.939
H 3.294 3.301 0.762
C 4.267 -4.685 0.200
H -7.248 -1.247 1.606
H 4.378 2.879 -0.594
C -7.450 1.152 -0.297
H 3.654 1.030 -5.849
H 1.932 -0.959 3.170
O -5.270 0.433 -2.448
H 2.088 2.676 -1.534
H -7.262 0.976 0.763
C 4.183 0.690 -2.523
C 0.900 -1.293 3.062
C 1.013 2.752 -1.689
H 4.691 1.523 3.613
H -6.360 -2.730 1.935
H -2.174 1.895 -1.591
H -7.748 0.049 -2.122
H -2.256 -1.367 2.037
N -1.681 -1.296 -1.035
Pt 0.111 -0.382 -0.239
H 5.844 -0.996 1.162
H -5.444 -2.745 -0.371
Ge 2.502 -0.310 -0.291
C -6.355 -1.814 1.345
C 0.459 2.594 1.385
C 3.579 -2.635 1.250
N -6.320 -0.960 -0.993
H 0.983 3.823 5.024
C 5.925 -0.008 0.716
H 4.973 0.843 -1.801
H 2.958 1.382 3.294
H -6.654 1.776 -0.702
H 0.889 -2.299 2.640
C 3.266 -2.085 0.006
H -5.483 -1.220 1.632
H -2.442 2.075 0.163
H -8.357 -0.775 -0.690
C 0.346 1.692 2.455
C -1.792 2.340 -0.671
H 0.965 -0.335 -2.840
Si 0.006 2.009 -0.323
C 4.078 -3.924 1.347
C 0.840 3.479 4.008
*
```

Computed properties:
Energy relative to the best compared isomer or geometry (same formula, charge and spin) in kJ/mol: 34.4
Expectation value of S²: 0.753
Orbital gap (alpha / beta) in eV: 7.30 / 5.25
Molar mass in g/mol: 910.26

Atom charges from the Mulliken analysis, given in e for atoms 1 to 2: -0.36, -0.64


Record 4
Computed, not measured: a structure of composition C35H49MgN3P2S2 at a distorted geometry, with ωB97M-V/def2-TZVPD.

```
! RIJCOSX wB97M-V def2-TZVPD def2/J DEFGRID3
* xyz -2 1
C 0.457 -1.883 1.868
H -2.287 -1.104 -3.737
H -0.339 -3.086 -4.960
C -3.429 0.711 0.727
H -1.777 4.439 2.243
H -2.955 4.775 0.975
H -1.273 -2.772 2.812
H -0.294 -4.598 -2.240
C -1.047 -2.675 -2.896
H -2.014 0.890 3.470
C 1.880 -3.823 3.421
H -1.053 5.015 -0.715
H 0.105 -1.483 -4.303
S 2.123 1.308 -4.058
H -3.110 3.314 1.960
H 4.607 -2.334 0.449
H 3.264 -0.563 3.969
H -2.886 0.940 -2.052
H 0.151 4.618 0.525
C -2.409 -2.148 -3.422
C -1.578 -0.867 1.038
H -4.530 -2.483 0.586
H -2.008 -4.340 -1.876
H 3.629 -2.974 2.568
C -4.320 -0.349 0.648
H -5.379 -0.161 0.510
H 0.941 -2.925 -3.718
H -1.887 2.632 3.759
H 3.599 -3.479 -1.602
C -3.795 3.854 -3.573
P -0.651 1.619 0.886
H -0.906 1.508 4.705
Mg -0.301 -0.243 -1.359
H 5.224 -1.607 -1.871
H 3.833 -0.528 -1.899
H -3.807 1.724 0.633
C -2.393 3.974 1.471
C -0.198 -2.817 2.726
C 0.721 2.982 2.929
H 1.524 3.014 2.187
H -4.830 2.460 -2.309
N -0.635 -2.052 -1.677
N -0.427 1.430 -3.137
C 5.431 -0.727 2.279
C 4.109 0.007 2.051
H 1.177 2.930 3.924
H 5.277 -1.701 2.745
C 3.861 -1.858 -0.189
C 0.576 1.893 -3.861
H 2.421 -4.575 3.984
H -2.200 2.891 -0.354
H -2.129 -2.941 0.819
C -2.804 1.857 -2.630
H -1.511 -4.758 -3.545
C -1.323 1.699 3.710
C -0.188 1.773 2.694
C -2.598 4.167 -4.209
H -0.063 -4.429 4.111
C -1.538 3.232 0.444
C -0.535 4.190 -0.214
C -2.071 0.469 0.917
H 5.167 -0.207 -0.780
C -0.026 -2.540 -4.052
C 3.010 -2.949 -0.846
C -1.586 2.177 -3.232
C -3.837 -1.658 0.709
C 0.490 -3.747 3.473
C -1.231 -4.198 -2.635
H 2.118 -2.555 -1.340
H -3.133 -2.178 -2.603
H 2.657 -3.671 -0.110
H 4.354 0.958 1.565
H 0.420 0.875 2.823
C -2.493 -1.928 0.876
H 0.167 3.922 2.872
P 2.805 -0.714 0.865
H 6.060 -0.136 2.954
C 3.454 0.345 3.394
C 4.565 -0.999 -1.241
C 2.549 -2.906 2.626
H -2.514 5.048 -4.836
C 1.893 -1.928 1.883
H -4.656 4.500 -3.700
S 0.090 3.433 -4.711
H 0.063 3.665 -0.962
H -2.796 -2.731 -4.275
N -0.211 -0.912 1.192
C -1.508 3.327 -4.036
H 2.495 0.848 3.249
H 5.985 -0.872 1.350
H 4.102 1.002 3.985
C -3.890 2.702 -2.795
*
```

Computed properties:
Energy relative to the best compared isomer or geometry (same formula, charge and spin) in kJ/mol: 113.4
Orbital gap in eV: 3.89
Molar mass in g/mol: 662.19

Atom charges from the Mulliken analysis, given in e for atoms 1 to 2: -0.70, 0.05


Record 5
Computed, not measured: a cluster of 7 separate species, C35H49NO9 in total at a distorted geometry, with ωB97M-V/def2-TZVPD.

```
! RIJCOSX wB97M-V def2-TZVPD def2/J DEFGRID3
* xyz 0 1
H 4.964 -2.454 -0.657
H -2.251 -7.888 -2.290
H 5.525 5.381 7.658
H -0.001 1.784 2.984
H -9.134 -4.645 -2.988
C -1.372 -1.734 0.685
H 1.063 1.078 4.245
H 3.528 5.983 2.080
H -1.584 -6.675 -1.174
H -2.368 -6.140 -2.677
H -0.679 -0.691 -6.787
H 5.523 -2.045 1.101
H 1.732 1.551 2.667
C 0.386 2.278 -8.279
C 3.676 6.360 3.095
O 2.852 -3.873 0.045
H 4.842 8.538 7.565
C 4.423 7.866 6.811
H 1.610 -3.608 2.778
H -1.703 0.720 -7.131
O -3.773 -6.552 0.043
H 0.702 4.732 5.317
H 3.545 -3.786 3.036
H -7.719 -3.548 -4.993
H -5.286 -3.708 -0.097
C -3.370 -3.566 1.518
C -7.665 -5.554 -4.251
H 5.828 9.020 2.411
C 0.373 3.726 5.032
C 2.668 -3.119 2.581
H 3.644 8.402 6.258
C -4.960 -7.075 -1.961
C -2.293 -1.345 -0.656
H 4.384 -0.955 -2.446
C 0.022 -0.389 -1.924
C -8.945 -5.612 -3.461
H 3.821 5.509 3.768
C -2.396 -6.886 -1.879
C 0.108 -0.970 0.830
H -3.734 -4.349 2.312
O -2.368 0.712 -2.340
H 5.412 -0.676 -0.194
C 0.393 1.045 -7.416
C -1.628 -0.222 -1.701
H -4.380 -1.780 -1.892
C -4.251 -3.193 0.166
C 4.886 8.478 2.276
H 0.293 1.995 -9.331
H 4.793 8.195 1.225
C -3.715 -6.814 -1.157
O 1.355 0.771 -6.701
O 2.623 6.398 7.365
H -8.855 -6.373 -2.679
H -4.930 -8.086 -2.375
C 4.879 -1.640 0.212
C -0.824 0.160 -7.461
H -5.047 -6.338 -2.763
C 0.664 -0.146 -3.424
H -0.972 -0.217 -8.475
H 1.328 2.820 -8.145
O -6.717 -6.290 -3.984
H -5.837 -6.990 -1.310
H -0.006 0.178 -4.337
N 3.404 -1.478 0.505
H -8.360 -4.785 -6.123
C 4.893 7.245 3.140
H 4.163 4.956 8.719
C 0.952 -0.811 -0.601
H 2.797 6.920 3.424
H -0.439 2.933 -7.986
H 5.168 6.367 9.115
O 2.228 3.850 3.535
H -6.609 -4.632 -5.861
H -1.240 -3.135 2.767
C -7.591 -4.561 -5.380
H 4.061 9.133 2.569
H 0.414 3.082 5.914
O 0.551 -0.495 2.004
C -3.744 -2.055 -0.947
C 2.603 -1.055 -0.707
C 2.960 -2.882 0.968
C 1.284 3.188 3.962
H 5.198 7.552 6.108
H 2.818 -0.160 -4.592
C 0.994 1.808 3.434
C 4.735 5.788 8.295
H -9.776 -5.882 -4.119
C 3.243 -0.812 -2.225
O 5.855 6.971 3.855
H -0.650 3.788 4.653
C 3.819 6.660 7.480
H 2.764 -2.054 3.086
C -1.891 -2.844 1.816
C 2.315 -0.350 -3.537
*
```

Computed properties:
Orbital gap in eV: 6.99
Molar mass in g/mol: 627.78
Structure (SMILES): CC(=O)N(C)c1cccc2c1C(=O)c1ccccc1C2=O.CC(C)=O.CC(C)=O.CC(C)=O.CC(C)=O.CC(C)=O.CC(C)=O

Atom charges from the Mulliken analysis, given in e for atoms 1 to 2: 0.40, 0.34